DFT (ωB97M-V/def2-TZVPD) results for C6H9O as an isolated structure.

For the HOMO energy (spin up / spin down), the calculation gives -7.66 / -8.86 eV. Its spin multiplicity is 2. The orbital gap (spin up / spin down) comes out at 0.319 / 0.326 Ha. Its total charge is 0. The calculation puts the LUMO energy (spin up / spin down) at 1.02 / 0.00 eV.

Geometry (Å):
C: -1.29076 0.38239 -0.06913
C: -0.41391 -0.82933 -0.15474
C: 0.91854 -0.83983 -0.06964
C: 1.73733 0.42782 -0.09365
C: 0.86916 1.67565 -0.09319
C: -0.47254 1.65815 -0.07512
H: -1.99889 0.38191 -0.91651
H: -1.91393 0.33321 0.84239
H: -1.14301 -1.97830 -0.26799
H: 1.48960 -1.77032 0.00910
H: 2.42106 0.45567 0.77173
H: 2.39385 0.44712 -0.98202
H: 1.42995 2.61758 -0.10636
H: -1.06345 2.58037 -0.05696
O: -1.36313 -2.30449 0.71520
H: -1.59987 -3.23761 0.54689

---

DFT (ωB97M-V/def2-TZVPD) results for C24H43AlN2P3S2 as an isolated structure.

For the HOMO energy (spin up / spin down), the calculation gives -14.02 / -13.69 eV. Its spin multiplicity is 1. The orbital gap (spin up / spin down) comes out at 0.101 / 0.073 Ha. For the energy above the lowest of the compared OMol25 structures with the same formula, charge and spin, the calculation gives 1.4862 eV. Its total charge is +3. The calculation puts the LUMO energy (spin up / spin down) at -11.28 / -11.69 eV.

Geometry (Å):
Al: -0.09216 0.32391 0.14015
P: -2.33572 -0.51550 -0.35709
P: 0.61164 -0.88803 2.18961
P: 0.78175 -2.04973 -1.04471
H: 2.03902 1.72931 -0.74549
C: 1.53725 0.82943 -1.12507
C: 0.27464 1.01171 -1.80406
H: -0.11134 2.03646 -1.89378
C: -3.67123 0.72979 -0.20640
C: -3.01909 -1.91503 0.62607
C: -2.66735 -1.01448 -2.09219
C: 2.37535 -0.66763 2.65311
C: -0.15255 -0.28619 3.74429
C: 0.33162 -2.68861 2.48254
C: 1.01821 -2.01019 -2.87551
C: -0.14031 -3.63099 -0.88462
C: 2.48871 -2.51333 -0.51079
H: 2.26243 0.10154 -1.50916
H: 0.02727 0.40782 -2.68293
H: -3.36681 1.64575 -0.72622
H: -3.88963 0.96578 0.83930
H: -4.57450 0.34345 -0.69391
H: -2.99278 -1.67716 1.69877
H: -2.45439 -2.84135 0.45652
H: -4.06410 -2.07129 0.32339
H: -2.40474 -0.18069 -2.75521
H: -3.74588 -1.20734 -2.17107
H: -2.11529 -1.90846 -2.40284
H: 2.52530 -1.08191 3.65870
H: 2.60106 0.40612 2.67269
H: 3.05279 -1.15733 1.94614
H: 0.35217 -0.73445 4.60827
H: -1.21740 -0.54580 3.76438
H: -0.04722 0.80166 3.80442
H: 0.56813 -2.90183 3.53459
H: 0.95249 -3.33004 1.84821
H: -0.72734 -2.92328 2.31072
H: 1.42569 -2.97235 -3.21449
H: 1.71190 -1.21280 -3.16652
H: 0.05313 -1.84008 -3.36912
H: 0.46566 -4.41953 -1.34826
H: -1.10343 -3.56315 -1.40481
H: -0.31445 -3.87394 0.16914
H: 2.83974 -3.34262 -1.13933
H: 2.51742 -2.82088 0.54048
H: 3.16486 -1.65928 -0.64389
C: 5.91604 -1.89621 -4.32609
C: 7.27293 -1.96832 -3.95735
C: 8.22688 -1.22092 -4.65104
C: 7.84537 -0.40744 -5.72590
C: 6.49864 -0.35128 -6.10859
C: 5.54029 -1.09622 -5.42099
S: 4.68149 -2.76486 -3.45255
H: 5.47609 -3.34765 -2.51545
H: 7.55973 -2.60608 -3.12453
H: 9.27616 -1.26867 -4.35276
H: 8.59471 0.18045 -6.26409
H: 6.19479 0.27787 -6.94541
H: 4.49244 -1.06361 -5.71516
N: 0.73639 3.49548 -0.26941
C: -0.25411 3.35404 0.69496
N: -0.75827 2.19887 1.11697
C: -1.77680 2.46932 2.09912
C: -2.57738 1.54240 2.76800
C: -3.50266 1.99291 3.70571
C: -3.69223 3.35241 3.96749
C: -2.92403 4.30148 3.26496
C: -1.99001 3.84148 2.33277
S: -0.96876 4.83166 1.29730
H: 0.58014 4.35161 -0.80288
H: 1.66909 3.49934 0.15287
H: -2.46490 0.48691 2.50322
H: -4.11172 1.26293 4.24659
H: -4.42865 3.69486 4.69260
H: -3.02340 5.38225 3.43266

---

DFT (ωB97M-V/def2-TZVPD) results for a 2-piece molecular cluster, C4H2BrNO overall.

For the HOMO energy, the calculation gives -8.66 eV. Its spin multiplicity is 1. The orbital gap comes out at 0.272 Ha. For the energy above the lowest of the compared OMol25 structures with the same formula, charge and spin, the calculation gives 3.7800 eV. Its total charge is 0. The calculation puts the LUMO energy at -1.26 eV.

Geometry (Å):
C: 1.65685 1.17459 -0.04939
C: -1.42637 -0.97930 -0.01821
C: 0.36605 1.53390 -0.09395
C: -0.13276 -0.86347 -0.00816
N: 2.63862 0.61271 0.19813
O: -0.51811 2.35518 0.01908
Br: 1.38465 -1.87678 0.08643
H: -1.89105 -1.91652 -0.35868
H: -2.07787 -0.04032 0.22475

---

DFT (ωB97M-V/def2-TZVPD) results for an isolated ion of composition C4H9N2 and charge +1.

For the HOMO energy (spin up / spin down), the calculation gives -11.49 / -16.65 eV. Its spin multiplicity is 3. The orbital gap (spin up / spin down) comes out at 0.289 / 0.307 Ha. For the energy above the lowest of the compared OMol25 structures with the same formula, charge and spin, the calculation gives 1.2596 eV. Its total charge is +1. The calculation puts the LUMO energy (spin up / spin down) at -3.64 / -8.28 eV.

Geometry (Å):
C: -1.07598 -0.26597 0.02490
C: 1.20266 -0.21734 -0.43208
C: -2.32461 0.33247 0.63858
C: 2.66119 0.05283 -0.12994
N: 0.29640 0.20897 0.31490
N: -1.07378 -0.87955 -1.06710
H: 0.83090 -0.63945 -1.33502
H: -3.26152 -0.06330 0.18444
H: -2.25742 1.39103 0.45359
H: -2.46560 0.27152 1.78989
H: 2.74008 -0.23447 0.91010
H: 2.98579 0.99009 -0.28335
H: 3.37314 -0.48737 -0.82857
H: 0.27228 0.90421 1.08161
H: -1.90352 -1.36370 -1.32196

---

Copy entry 1 word for word.
DFT (ωB97M-V/def2-TZVPD) results for C6H9O as an isolated structure.

For the HOMO energy (spin up / spin down), the calculation gives -7.66 / -8.86 eV. Its spin multiplicity is 2. The orbital gap (spin up / spin down) comes out at 0.319 / 0.326 Ha. Its total charge is 0. The calculation puts the LUMO energy (spin up / spin down) at 1.02 / 0.00 eV.

Geometry (Å):
C: -1.29076 0.38239 -0.06913
C: -0.41391 -0.82933 -0.15474
C: 0.91854 -0.83983 -0.06964
C: 1.73733 0.42782 -0.09365
C: 0.86916 1.67565 -0.09319
C: -0.47254 1.65815 -0.07512
H: -1.99889 0.38191 -0.91651
H: -1.91393 0.33321 0.84239
H: -1.14301 -1.97830 -0.26799
H: 1.48960 -1.77032 0.00910
H: 2.42106 0.45567 0.77173
H: 2.39385 0.44712 -0.98202
H: 1.42995 2.61758 -0.10636
H: -1.06345 2.58037 -0.05696
O: -1.36313 -2.30449 0.71520
H: -1.59987 -3.23761 0.54689